(1)
ORCA calculation (ωB97M-V with the def2-TZVPD basis set) on a structure of composition C5H10O2.

XYZ file:
```
17
Properties=species:S:1:pos:R:3:forces:R:3
C 2.128 0.990 -0.373 0.27 0.03 0.02
O 0.721 0.993 -0.444 -0.06 -0.01 -0.02
C 0.194 -0.303 -0.557 -0.11 -0.24 -0.02
C 0.211 -1.177 0.713 0.27 0.01 -0.04
O -1.171 -1.509 0.801 -0.10 0.03 0.23
C -1.329 -0.257 -0.658 -0.12 0.32 -0.04
C -2.040 0.690 0.104 -0.01 0.20 -0.35
H 2.493 0.430 0.502 -0.07 0.09 -0.13
H 2.577 0.554 -1.279 -0.10 0.06 0.13
H 2.444 2.031 -0.284 -0.02 -0.16 -0.01
H 0.638 -0.817 -1.427 -0.09 0.11 0.16
H 0.576 -0.627 1.595 -0.08 -0.08 -0.12
H 0.821 -2.079 0.590 -0.10 0.15 0.03
H -1.823 -0.874 -1.404 0.06 0.06 0.15
H -3.093 0.849 -0.115 0.16 -0.05 0.03
H -1.800 -0.360 0.950 0.17 -0.39 -0.02
H -1.481 1.545 0.476 -0.08 -0.14 -0.01
```
Positions in Å, forces in eV/Å.

Computed properties:
Kohn-Sham gap ... 9.466 eV
LUMO ... 0.922 eV

(2)
ORCA calculation (ωB97M-V with the def2-TZVPD basis set) on an isolated molecule of C5H8O.

XYZ file:
```
14
Properties=species:S:1:pos:R:3:forces:R:3
C -1.108 -0.083 0.420 -0.22 -0.01 0.17
C 0.058 0.749 0.949 -0.18 -0.15 0.45
C 1.255 0.096 0.348 -0.19 0.03 0.67
O 1.310 -1.274 0.118 0.27 -0.38 0.02
C 0.804 -0.543 -0.984 -0.07 1.40 0.93
C -0.708 -0.507 -1.017 0.10 0.20 0.03
H -2.054 0.456 0.449 -0.01 -0.08 0.03
H -1.194 -0.972 1.048 -0.14 0.04 -0.11
H 0.007 1.792 0.591 0.13 -0.34 0.08
H 0.139 0.769 2.032 -0.35 0.10 0.26
H 2.259 0.526 0.482 -0.48 0.11 -0.30
H 1.442 0.237 -1.377 0.70 -1.19 -2.42
H -1.028 0.215 -1.775 0.01 0.04 0.17
H -1.183 -1.464 -1.283 0.43 0.22 0.03
```
Positions in Å, forces in eV/Å.

Computed properties:
Structure (SMILES) ... C1C[C@@H]2O[C@@H]2C1
Kohn-Sham gap ... 10.146 eV
LUMO ... 1.108 eV

(3)
ORCA calculation (ωB97M-V with the def2-TZVPD basis set) on a structure of composition C29H27FeN5O6S.

XYZ file:
```
69
Properties=species:S:1:pos:R:3:forces:R:3
Fe -0.346 0.344 -0.933 0.25 0.22 0.18
O 2.004 -5.372 1.882 0.01 0.03 -0.01
C 1.433 -4.475 2.520 -0.04 -0.06 0.02
O 1.155 -4.354 3.724 0.01 0.03 -0.01
C 0.976 -3.272 1.647 0.02 0.00 0.00
C 0.310 -2.200 2.228 0.01 0.02 0.01
C -0.066 -1.136 1.429 0.00 0.02 0.01
N 0.206 -1.133 0.124 0.02 -0.03 -0.01
C 0.829 -2.156 -0.459 0.00 0.00 0.01
C 1.230 -3.254 0.281 0.02 0.01 0.01
C 1.007 -1.938 -1.913 0.01 0.00 -0.02
C 1.637 -2.837 -2.758 0.00 0.00 0.00
C 1.747 -2.528 -4.103 0.00 -0.01 0.00
C 1.227 -1.331 -4.567 0.00 0.01 0.00
C 0.614 -0.481 -3.664 -0.01 0.00 0.00
N 0.504 -0.773 -2.370 -0.04 -0.06 -0.04
C -0.803 0.077 1.847 0.01 0.00 -0.01
C -1.254 0.301 3.140 0.01 -0.01 -0.01
C -1.987 1.443 3.407 -0.01 0.01 0.01
C -2.253 2.333 2.378 -0.02 -0.01 -0.01
C -1.762 2.049 1.116 0.01 -0.03 0.03
N -1.048 0.956 0.852 0.00 -0.02 0.04
H 0.120 -2.256 3.292 0.01 0.00 0.00
H 1.742 -4.111 -0.137 0.00 0.00 0.00
H 2.033 -3.762 -2.362 0.00 0.00 0.00
H 2.235 -3.216 -4.780 0.00 0.00 0.00
H 1.292 -1.054 -5.610 0.00 0.00 0.00
H 0.191 0.468 -3.967 0.00 0.01 0.00
H -1.044 -0.424 3.914 0.00 0.00 0.00
H -2.359 1.630 4.406 0.00 0.00 0.00
H -2.838 3.228 2.541 0.00 0.00 0.00
H -1.948 2.695 0.269 0.01 0.06 -0.05
O -1.427 1.696 -2.034 0.00 0.02 -0.09
C -2.380 0.852 -2.015 0.00 -0.03 -0.01
O -2.188 -0.254 -1.439 -0.11 0.02 -0.05
C -3.686 1.175 -2.637 -0.01 -0.01 -0.01
C -4.717 0.248 -2.583 0.00 0.00 0.00
C -5.964 0.517 -3.151 0.00 0.00 0.00
C -6.112 1.740 -3.758 0.00 0.00 0.01
O -7.214 2.236 -4.391 0.00 -0.01 -0.01
C -6.881 3.568 -4.787 0.00 0.00 0.01
O -5.504 3.784 -4.486 0.01 -0.01 -0.02
C -5.083 2.667 -3.812 0.00 0.00 0.01
C -3.855 2.420 -3.264 -0.01 0.02 -0.01
H -4.534 -0.695 -2.087 0.00 0.00 0.00
H -6.774 -0.197 -3.120 0.00 0.00 0.00
H -7.493 4.275 -4.222 0.00 0.00 0.01
H -7.040 3.675 -5.860 0.00 0.00 0.00
H -3.044 3.132 -3.308 0.00 -0.01 0.00
C 0.568 4.499 2.839 0.02 0.00 0.02
C 1.923 4.161 2.230 -0.02 0.02 0.02
N 1.910 2.963 1.403 0.08 0.02 -0.09
C 1.550 2.887 0.114 -0.20 -0.06 0.09
S 1.829 1.423 -0.725 0.00 -0.17 -0.03
N 0.998 3.959 -0.452 -0.04 0.01 0.00
C 0.643 4.086 -1.866 0.02 0.01 -0.05
C -0.611 4.927 -2.030 0.03 0.00 0.07
H 0.644 5.407 3.437 0.00 0.00 0.01
H 0.227 3.688 3.483 0.01 0.01 -0.02
H -0.197 4.655 2.077 0.00 0.00 -0.01
H 2.649 3.985 3.022 0.00 0.01 0.00
H 2.313 4.998 1.643 -0.02 -0.01 0.00
H 2.329 2.118 1.756 -0.02 -0.01 0.00
H 0.878 4.786 0.112 0.00 0.01 0.00
H 0.488 3.086 -2.259 -0.02 0.03 0.04
H 1.482 4.538 -2.400 0.00 -0.01 -0.01
H -1.463 4.441 -1.557 -0.01 -0.04 0.02
H -0.838 5.048 -3.088 0.01 0.00 -0.01
H -0.488 5.925 -1.602 0.00 0.01 0.00
```
Positions in Å, forces in eV/Å.

Computed properties:
Kohn-Sham gap ... 7.131 eV
LUMO ... -0.443 eV

(4)
ORCA calculation (ωB97M-V with the def2-TZVPD basis set) on a structure of composition C34H37FN6O5OsS2.

XYZ file:
```
86
Properties=species:S:1:pos:R:3:forces:R:3
Os 1.293 -1.799 -1.262 0.10 -0.07 -0.12
C 4.960 1.822 1.048 0.03 0.04 -0.03
C 4.258 0.897 2.030 -0.04 -0.07 0.03
N 4.469 -0.513 1.725 0.00 0.00 -0.04
C 5.635 -1.133 2.362 -0.02 0.04 -0.09
C 5.281 -1.824 3.668 0.00 -0.03 0.04
C 3.668 -1.224 0.906 0.47 -0.23 0.05
S 2.378 -0.355 0.143 -0.21 -0.13 0.91
N 3.991 -2.520 0.822 -0.38 0.29 -0.18
C 3.457 -3.441 0.022 0.14 -0.20 0.02
O 2.602 -3.345 -0.897 -0.40 0.23 -0.18
C 3.968 -4.836 0.239 0.06 0.18 0.04
C 3.411 -5.892 -0.474 -0.01 -0.05 -0.01
C 3.872 -7.184 -0.273 -0.01 -0.03 -0.01
C 4.889 -7.429 0.639 0.02 0.03 0.01
C 5.447 -6.378 1.354 -0.02 0.00 -0.02
C 4.987 -5.086 1.155 0.01 -0.02 0.00
H 4.827 2.864 1.343 -0.01 -0.01 0.01
H 4.555 1.693 0.045 -0.01 -0.02 0.01
H 6.031 1.616 1.014 0.00 -0.01 0.02
H 3.188 1.098 2.058 0.01 0.02 -0.02
H 4.638 1.053 3.042 0.00 0.04 0.00
H 6.355 -0.330 2.527 0.01 -0.02 0.04
H 6.081 -1.836 1.663 -0.01 -0.01 0.01
H 4.805 -1.132 4.366 0.00 0.01 -0.01
H 6.179 -2.217 4.146 0.00 0.00 -0.01
H 4.596 -2.650 3.479 -0.01 0.01 0.00
H 2.615 -5.694 -1.178 0.00 0.02 0.00
H 3.435 -8.004 -0.827 -0.01 0.01 0.00
H 5.249 -8.439 0.793 -0.01 0.00 0.00
H 6.241 -6.564 2.066 0.00 0.00 0.00
H 5.409 -4.257 1.705 0.01 -0.01 0.00
O 2.971 -1.281 -2.411 -0.01 0.62 -0.40
N 2.740 -0.753 -3.627 -0.08 -0.31 0.06
C 3.724 -0.003 -4.160 -0.15 -0.07 -0.03
C 3.615 0.471 -5.438 0.02 0.01 -0.01
C 2.466 0.158 -6.173 0.06 0.07 -0.03
C 1.475 -0.604 -5.609 0.03 -0.02 0.09
C 1.603 -1.082 -4.294 0.17 0.10 0.27
S 0.433 -2.022 -3.470 -0.13 -0.37 -0.73
H 4.563 0.152 -3.499 0.01 0.02 -0.02
H 4.418 1.064 -5.849 -0.02 0.01 -0.04
H 2.356 0.520 -7.186 0.01 -0.01 -0.01
H 0.575 -0.855 -6.152 0.00 -0.02 0.00
F -1.789 4.416 -0.944 0.05 -0.02 -0.02
C -2.326 3.234 -0.566 -0.30 0.01 0.05
C -1.605 2.091 -0.753 0.04 0.03 -0.03
C -2.148 0.854 -0.409 0.23 -0.25 -0.09
C -1.356 -0.369 -0.657 -0.15 0.11 0.02
O -0.238 -0.233 -1.176 0.48 -0.08 -0.18
C -1.985 -1.596 -0.283 0.06 0.11 -0.01
C -3.235 -1.554 0.251 -0.08 -0.10 0.04
N -3.951 -0.437 0.509 0.05 0.11 -0.12
C -5.297 -0.542 1.021 0.05 -0.02 0.03
C -5.585 -0.040 2.408 -0.06 -0.03 -0.02
C -5.565 -1.513 2.123 0.03 0.01 0.02
C -3.426 0.796 0.149 -0.14 0.13 0.06
C -4.146 1.982 0.345 0.04 -0.12 0.05
C -3.620 3.209 -0.015 0.22 0.11 0.08
N -4.404 4.377 0.227 -0.11 -0.06 -0.19
C -3.796 5.704 0.168 0.03 -0.02 0.07
C -4.837 6.723 0.659 -0.09 0.01 0.11
N -5.854 5.984 1.481 0.03 -0.06 -0.02
C -6.686 5.098 0.591 0.00 0.11 0.08
C -5.728 4.410 -0.390 -0.01 -0.03 -0.02
C -1.410 -2.988 -0.458 0.06 -0.16 -0.12
O -2.158 -3.932 -0.286 -0.01 0.03 0.04
O -0.162 -3.106 -0.763 -0.17 0.15 0.67
H -0.616 2.132 -1.189 -0.01 -0.02 0.00
H -3.710 -2.496 0.490 0.01 0.00 0.00
H -6.064 -0.417 0.265 0.01 0.01 -0.01
H -6.538 0.442 2.578 0.01 0.00 0.03
H -4.752 0.360 2.970 0.01 0.01 -0.01
H -6.498 -2.056 2.090 0.00 0.01 0.00
H -4.725 -2.072 2.510 -0.01 -0.02 0.00
H -5.117 1.936 0.817 0.00 0.04 -0.01
H -3.478 5.996 -0.836 -0.02 0.00 -0.01
H -2.922 5.722 0.816 0.02 -0.02 -0.02
H -5.393 7.190 -0.151 0.04 0.01 -0.02
H -4.395 7.502 1.275 0.03 0.00 -0.02
H -6.439 6.617 2.024 -0.01 0.02 -0.03
H -5.349 5.375 2.129 0.01 0.01 0.00
H -7.417 5.734 0.095 -0.01 -0.03 -0.02
H -7.202 4.395 1.242 0.01 -0.03 -0.03
H -5.703 4.939 -1.350 -0.02 0.02 0.01
H -6.085 3.404 -0.588 0.04 -0.01 -0.01
```
Positions in Å, forces in eV/Å.

Computed properties:
Kohn-Sham gap (alpha / beta) ... 4.915 / 4.795 eV
LUMO (alpha / beta) ... -3.341 / -3.341 eV
Spin multiplicity ... 2
Charge ... +1

Short version: energy above the lowest of the compared OMol25 structures with the same formula, charge and spin = 505.7 261.1 0.0 161.0 kJ/mol, in the order given.